{"formula": "C4H6N2", "method": "wB97M-V/def2-TZVPD", "elements": ["N", "C", "C", "C", "N", "C", "H", "H", "H", "H", "H", "H"], "coordinates": [[-1.012105, -1.294029, -0.443617], [-1.101385, 0.118318, -0.172848], [-0.005069, -0.435736, -1.001610], [1.051100, 0.248267, -0.126284], [1.075687, 0.124301, 1.303813], [-0.013418, 0.848620, 0.712677], [-0.810031, -1.953523, 0.305645], [-1.983526, 0.649329, -0.509621], [0.234961, -0.207000, -2.033652], [1.757023, 0.753393, -0.771839], [0.932991, -0.753290, 1.798629], [-0.126225, 1.901348, 0.938705]], "atomic_forces_ev_per_a": [[0.242, -0.044, 0.207], [-0.292, 0.278, -0.078], [-0.107, -0.032, -0.253], [0.242, 0.245, -0.028], [-0.115, -0.275, -0.036], [-0.107, 0.423, 0.094], [0.433, 0.321, -0.046], [0.059, -0.054, 0.073], [-0.814, -0.880, -0.373], [0.710, 0.206, 0.850], [-0.205, -0.100, -0.538], [-0.047, -0.088, 0.130]], "lowdin_charge": [0.07, -0.20, -0.23, -0.23, 0.07, -0.20, 0.10, 0.13, 0.13, 0.13, 0.10, 0.13], "e_tot_ha": -265.3629, "mol_weight_g_mol": 82.1, "e_above_lowest_kcal_mol": 108.4, "e_homo_ev": -8.92, "homo_lumo_gap_ev": 10.139, "smiles": "N1[C@H]2[C@@H]1[C@H]1N[C@@H]21", "lumo_ev": 1.217}